An isolated molecule of C23H33NO5. Source: OMol25; level of theory: the ωB97M-V functional and the def2-TZVPD basis.

Properties
relative energy (zero: lowest compared OMol25 entry of this formula, charge and spin)	8.7	kcal per mole
strongest force on any atom	0.82	eV/A
energy	-36114.71639	eV

Geometry (Å):
1 C 3.90135 -4.80795 -0.18901
2 H 2.96590 -5.13761 0.25588
3 C 3.65622 -3.89179 -1.38231
4 C 3.03557 -2.54636 -0.99968
5 H 3.00872 -1.91293 -1.88921
6 H 3.67375 -2.06440 -0.25693
7 C 1.61871 -2.70228 -0.44883
8 C 0.90513 -1.41254 -0.15818
9 C 1.50139 -0.19917 -0.24810
10 C 0.83888 1.03362 0.06202
11 C 1.46284 2.24636 0.02250
12 C 0.82367 3.45751 0.42191
13 O 1.39842 4.52065 0.58797
14 C -0.71169 3.41463 0.60039
15 C -1.32800 2.04513 0.87882
16 O -2.45250 1.95095 1.33003
17 C -0.52713 0.88778 0.48604
18 C -1.07133 -0.35590 0.57817
19 N -0.41475 -1.49034 0.25715
20 C -1.17939 -2.72181 0.30956
21 H -0.51859 -3.58252 0.25427
22 H -1.71223 -2.75431 1.26468
23 C -2.20088 -2.80676 -0.83180
24 H -2.88559 -1.95891 -0.78681
25 C -1.54249 -2.82235 -2.20985
26 O -0.71756 -3.96126 -2.30916
27 C -0.39392 -4.37464 -3.62852
28 C 0.55401 -3.40035 -4.33055
29 H 1.46583 -3.27922 -3.75076
30 H 0.08890 -2.42575 -4.45797
31 H 0.81170 -3.78802 -5.31200
32 C 0.23110 -5.76023 -3.50483
33 H 0.44715 -6.16285 -4.48976
34 H 1.15408 -5.70181 -2.93396
35 H -0.45101 -6.42931 -2.98779
36 H -1.32756 -4.44543 -4.21278
37 H -2.32296 -2.85520 -2.98358
38 H -0.95716 -1.90192 -2.35634
39 H -2.77370 -3.72585 -0.70539
40 H -2.08796 -0.45815 0.93044
41 C -1.34832 3.97787 -0.67387
42 H -2.42880 4.01217 -0.55327
43 H -0.96943 4.98354 -0.83834
44 H -1.09288 3.34889 -1.52360
45 O -1.06833 4.29322 1.67564
46 C -0.71095 3.83719 2.87076
47 O -0.17775 2.76526 3.03472
48 C -1.08798 4.79967 3.96907
49 C -2.60503 4.79075 4.15865
50 H -2.88631 5.47011 4.95990
51 H -2.94743 3.78986 4.41093
52 H -3.09841 5.10251 3.24191
53 H -0.75319 5.79766 3.68460
54 H -0.58455 4.49040 4.88512
55 H 2.51260 2.31215 -0.22089
56 H 2.53246 -0.13102 -0.54948
57 H 1.66917 -3.27583 0.48150
58 H 1.03459 -3.28315 -1.16780
59 H 4.60990 -3.69923 -1.87870
60 H 3.00977 -4.40058 -2.10134
61 H 4.45214 -5.69177 -0.50213
62 H 4.48493 -4.29417 0.57158